[1]
{"formula": "C17H23NO4", "method": "the ωB97M-V functional and the def2-TZVPD basis", "spin_multiplicity": 1, "orbital_gap_ev": 9.9, "de_lowest_ev": 1.028, "fmax_ev_per_a": 0.69, "symbols": ["C", "C", "C", "C", "C", "C", "C", "O", "N", "C", "C", "O", "O", "C", "C", "O", "C", "C", "C", "C", "C", "C", "H", "H", "H", "H", "H", "H", "H", "H", "H", "H", "H", "H", "H", "H", "H", "H", "H", "H", "H", "H", "H", "H", "H"], "positions_angstrom": [[1.257, -2.865, -0.393], [2.673, -2.554, -0.865], [2.756, -1.310, -1.750], [2.320, -0.009, -1.076], [3.188, 0.374, 0.122], [2.957, 1.833, 0.540], [1.497, 2.078, 0.862], [0.734, 2.672, 0.133], [1.116, 1.598, 2.080], [-0.278, 1.520, 2.427], [-0.809, 0.115, 2.186], [-0.102, -0.839, 1.984], [-2.137, 0.087, 2.213], [-2.791, -1.137, 1.890], [-3.749, -0.951, 0.709], [-4.813, -1.521, 0.694], [-3.302, -0.024, -0.349], [-1.969, 0.077, -0.747], [-1.602, 0.996, -1.712], [-2.556, 1.821, -2.286], [-3.887, 1.707, -1.916], [-4.261, 0.785, -0.959], [1.229, -3.836, 0.095], [0.911, -2.124, 0.322], [0.571, -2.887, -1.238], [3.327, -2.438, 0.001], [3.047, -3.403, -1.443], [2.129, -1.468, -2.631], [3.787, -1.197, -2.097], [2.372, 0.794, -1.816], [1.281, -0.089, -0.756], [2.967, -0.289, 0.960], [4.242, 0.250, -0.136], [3.569, 2.073, 1.411], [3.235, 2.496, -0.280], [1.730, 0.951, 2.551], [-0.821, 2.219, 1.785], [-0.437, 1.795, 3.474], [-2.042, -1.901, 1.642], [-3.364, -1.467, 2.761], [-1.224, -0.585, -0.332], [-0.568, 1.081, -2.007], [-2.260, 2.549, -3.026], [-4.633, 2.340, -2.374], [-5.292, 0.685, -0.653]], "nbo_charge": [-0.622, -0.394, -0.387, -0.407, -0.389, -0.492, 0.692, -0.623, -0.617, -0.340, 0.806, -0.618, -0.496, -0.192, 0.543, -0.515, -0.096, -0.217, -0.192, -0.187, -0.212, -0.188, 0.210, 0.221, 0.197, 0.192, 0.200, 0.200, 0.197, 0.207, 0.200, 0.199, 0.207, 0.219, 0.230, 0.400, 0.271, 0.229, 0.237, 0.222, 0.217, 0.226, 0.217, 0.217, 0.228]}

---

[2]
{"formula": "C6H16NS", "method": "the ωB97M-V functional and the def2-TZVPD basis", "spin_multiplicity": 1, "orbital_gap_ev": 9.2, "charge": 1, "de_lowest_ev": 1.143, "fmax_ev_per_a": 0.46, "symbols": ["C", "C", "S", "N", "H", "H", "H", "H", "H", "H", "H", "H", "C", "C", "C", "C", "H", "H", "H", "H", "H", "H", "H", "H"], "positions_angstrom": [[-0.606, 1.972, 0.851], [0.495, 2.646, 0.058], [-0.180, 3.332, -1.477], [-0.033, 1.293, 2.084], [-1.083, 1.196, 0.259], [-1.358, 2.687, 1.186], [1.297, 1.945, -0.174], [0.915, 3.492, 0.602], [-0.144, 2.194, -2.181], [-0.763, 0.798, 2.598], [0.419, 1.967, 2.701], [0.649, 0.595, 1.772], [0.654, -1.520, 0.716], [0.310, -2.594, -0.315], [-0.734, -2.112, -1.275], [-0.564, -1.985, -2.582], [-0.267, -1.227, 1.225], [1.341, -1.914, 1.467], [1.122, -0.662, 0.226], [-0.039, -3.477, 0.212], [1.214, -2.868, -0.855], [-1.697, -1.858, -0.837], [-1.340, -1.639, -3.244], [0.392, -2.261, -3.019]], "nbo_charge": [-0.235, -0.567, 0.042, -0.681, 0.238, 0.240, 0.232, 0.240, 0.136, 0.447, 0.441, 0.456, -0.617, -0.436, -0.196, -0.373, 0.172, 0.231, 0.185, 0.226, 0.219, 0.189, 0.212, 0.198]}

---

[3]
{"formula": "C18H17N5O2Pd", "method": "the ωB97M-V functional and the def2-TZVPD basis", "spin_multiplicity": 1, "orbital_gap_ev": [6.7, 6.7], "de_lowest_ev": 0.695, "fmax_ev_per_a": 1.93, "symbols": ["Pd", "N", "N", "C", "O", "O", "H", "H", "H", "N", "C", "C", "C", "C", "C", "N", "C", "C", "C", "C", "C", "N", "H", "H", "H", "H", "H", "H", "H", "H", "H", "C", "C", "C", "C", "C", "C", "C", "H", "H", "H", "H", "H"], "positions_angstrom": [[-0.719, -0.346, -0.628], [-3.322, -0.527, -0.626], [-3.570, -1.901, -0.653], [-2.504, -2.837, -0.695], [-2.823, -4.001, -0.494], [-1.340, -2.388, -0.976], [-3.608, -0.093, 0.243], [-3.800, -0.071, -1.395], [-4.391, -2.244, -0.179], [1.951, 1.773, -1.829], [2.277, 0.414, -1.891], [3.629, 0.117, -2.127], [4.017, -1.200, -2.200], [3.066, -2.204, -2.040], [1.761, -1.825, -1.819], [1.374, -0.542, -1.748], [0.802, 2.531, -1.625], [0.968, 3.928, -1.662], [-0.130, 4.733, -1.495], [-1.381, 4.151, -1.295], [-1.446, 2.778, -1.279], [-0.385, 1.976, -1.436], [2.765, 2.353, -1.938], [4.347, 0.918, -2.256], [5.055, -1.446, -2.382], [3.332, -3.250, -2.087], [0.966, -2.550, -1.681], [1.949, 4.352, -1.832], [-0.020, 5.810, -1.522], [-2.272, 4.746, -1.161], [-2.389, 2.268, -1.121], [-0.355, -0.142, 1.109], [-0.357, -0.739, 2.407], [0.786, -0.628, 3.213], [0.788, -1.186, 4.478], [-0.342, -1.845, 4.951], [-1.477, -1.963, 4.154], [-1.487, -1.420, 2.883], [1.654, -0.109, 2.828], [1.670, -1.109, 5.100], [-0.337, -2.274, 5.945], [-2.347, -2.490, 4.523], [-2.352, -1.519, 2.239]], "nbo_charge": [0.785, -0.673, -0.539, 0.865, -0.705, -0.821, 0.350, 0.353, 0.372, -0.572, 0.402, -0.288, -0.146, -0.287, 0.067, -0.521, 0.398, -0.280, -0.146, -0.293, 0.071, -0.504, 0.392, 0.209, 0.220, 0.229, 0.246, 0.210, 0.221, 0.225, 0.195, 0.014, -0.203, -0.175, -0.220, -0.172, -0.214, -0.168, 0.223, 0.218, 0.217, 0.222, 0.224]}

---

[4]
{"formula": "C20H18ClHfNO2S", "method": "the ωB97M-V functional and the def2-TZVPD basis", "spin_multiplicity": 1, "orbital_gap_ev": 5.7, "charge": 2, "de_lowest_ev": 1.793, "fmax_ev_per_a": 8.11, "symbols": ["Cl", "C", "C", "C", "H", "C", "C", "H", "H", "H", "C", "Hf", "C", "C", "O", "O", "H", "H", "H", "N", "S", "C", "C", "C", "C", "C", "C", "C", "C", "C", "C", "C", "C", "H", "H", "H", "H", "H", "H", "H", "H", "H", "H", "H"], "positions_angstrom": [[1.339, 3.373, -0.775], [-1.838, 0.405, 1.060], [-2.096, -0.691, 0.140], [-1.917, -0.208, -1.215], [-2.578, -1.630, 0.442], [-1.554, 1.195, -1.121], [-1.523, 1.578, 0.262], [-1.430, 2.613, 0.612], [-2.091, 0.405, 2.121], [-2.398, -0.637, -2.103], [-1.439, 2.168, -2.283], [0.198, 0.020, -0.041], [0.268, -1.371, 1.750], [1.557, 1.916, 0.802], [0.463, -2.050, 2.688], [2.517, 2.011, 1.508], [-1.062, 1.617, -3.158], [-0.711, 2.947, -1.981], [-2.410, 2.648, -2.532], [1.779, -1.058, -1.205], [2.703, -2.000, -0.199], [2.764, -3.594, -1.035], [3.080, -4.769, -0.321], [3.007, -5.997, -0.981], [2.611, -6.049, -2.329], [2.283, -4.878, -3.010], [2.347, -3.644, -2.354], [4.464, -1.450, -0.263], [4.893, -0.489, 0.662], [6.216, -0.045, 0.634], [7.124, -0.556, -0.302], [6.692, -1.522, -1.204], [5.362, -1.975, -1.189], [2.387, -0.747, -1.967], [3.331, -4.655, 0.731], [3.257, -6.909, -0.428], [2.571, -7.006, -2.830], [1.974, -4.906, -4.056], [2.025, -2.720, -2.817], [4.174, -0.125, 1.391], [6.537, 0.720, 1.343], [8.140, -0.185, -0.327], [7.382, -1.922, -1.945], [5.007, -2.745, -1.865]], "nbo_charge": [-0.315, -0.386, -0.328, -0.352, 0.300, -0.100, -0.346, 0.317, 0.305, 0.310, -0.662, 2.051, 0.467, 0.284, -0.271, -0.451, 0.239, 0.279, 0.283, -1.227, 1.040, -0.252, -0.199, -0.178, -0.155, -0.175, -0.221, -0.248, -0.201, -0.182, -0.137, -0.201, -0.146, 0.432, 0.236, 0.253, 0.250, 0.246, 0.226, 0.228, 0.251, 0.251, 0.250, 0.232]}

---

[5]
{"formula": "C26H78O13", "method": "the ωB97M-V functional and the def2-TZVPD basis", "spin_multiplicity": 1, "orbital_gap_ev": 9.8, "de_lowest_ev": 1.207, "fmax_ev_per_a": 1.19, "symbols": ["C", "C", "O", "H", "H", "H", "H", "H", "H", "C", "C", "O", "H", "H", "H", "H", "H", "H", "C", "C", "O", "H", "H", "H", "H", "H", "H", "C", "C", "O", "H", "H", "H", "H", "H", "H", "C", "C", "O", "H", "H", "H", "H", "H", "H", "C", "C", "O", "H", "H", "H", "H", "H", "H", "C", "C", "O", "H", "H", "H", "H", "H", "H", "C", "C", "O", "H", "H", "H", "H", "H", "H", "C", "C", "O", "H", "H", "H", "H", "H", "H", "C", "C", "O", "H", "H", "H", "H", "H", "H", "C", "C", "O", "H", "H", "H", "H", "H", "H", "C", "C", "O", "H", "H", "H", "H", "H", "H", "C", "C", "O", "H", "H", "H", "H", "H", "H"], "positions_angstrom": [[-4.133, 1.788, -0.747], [-4.140, 3.076, -1.544], [-3.791, 4.141, -0.675], [-4.234, 0.887, -1.346], [-4.970, 1.818, -0.045], [-3.215, 1.691, -0.163], [-5.131, 3.228, -1.990], [-3.483, 3.013, -2.420], [-3.692, 4.955, -1.178], [5.125, -3.168, 0.320], [4.350, -2.452, 1.406], [3.167, -3.192, 1.681], [6.073, -2.699, 0.056], [4.492, -3.176, -0.568], [5.326, -4.197, 0.612], [4.127, -1.415, 1.125], [4.960, -2.368, 2.319], [2.607, -2.599, 2.224], [-1.273, -3.105, -2.332], [-0.013, -2.545, -2.948], [-0.114, -1.139, -3.212], [-2.113, -3.121, -3.024], [-1.564, -2.552, -1.437], [-1.065, -4.126, -2.011], [0.204, -3.080, -3.881], [0.863, -2.707, -2.316], [0.737, -0.799, -3.505], [5.513, 0.373, -1.210], [4.362, 1.219, -0.714], [3.431, 1.355, -1.784], [6.363, 0.295, -0.526], [5.953, 0.751, -2.132], [5.166, -0.651, -1.367], [4.757, 2.201, -0.422], [3.843, 0.811, 0.158], [2.996, 2.217, -1.700], [-3.978, 2.968, 3.038], [-2.544, 3.187, 2.580], [-2.423, 4.357, 1.794], [-4.104, 2.089, 3.677], [-4.705, 2.902, 2.228], [-4.267, 3.809, 3.675], [-2.173, 2.303, 2.046], [-1.933, 3.394, 3.460], [-2.828, 4.203, 0.925], [-3.544, -0.136, -3.737], [-3.108, -0.856, -4.992], [-4.282, -1.204, -5.732], [-4.121, 0.743, -4.026], [-2.718, 0.148, -3.086], [-4.199, -0.786, -3.150], [-2.537, -1.763, -4.778], [-2.488, -0.179, -5.590], [-3.998, -1.528, -6.590], [1.041, -0.769, 0.249], [0.020, 0.312, -0.066], [-1.142, -0.222, -0.704], [0.634, -1.543, 0.899], [1.911, -0.303, 0.720], [1.419, -1.230, -0.665], [0.506, 0.988, -0.778], [-0.319, 0.884, 0.798], [-0.915, -0.440, -1.623], [0.953, 3.954, 0.617], [2.278, 4.469, 0.113], [2.514, 3.997, -1.240], [0.806, 4.271, 1.653], [0.836, 2.873, 0.558], [0.083, 4.379, 0.112], [3.100, 4.136, 0.748], [2.201, 5.556, 0.057], [2.762, 4.776, -1.744], [-4.586, -2.021, 0.312], [-3.914, -1.265, 1.444], [-2.499, -1.458, 1.459], [-4.434, -1.544, -0.655], [-5.661, -2.083, 0.519], [-4.296, -3.071, 0.230], [-4.351, -1.469, 2.420], [-4.093, -0.199, 1.250], [-2.127, -0.881, 0.772], [3.362, -2.490, 5.098], [1.901, -2.257, 4.805], [1.751, -1.723, 3.490], [3.450, -2.848, 6.128], [3.957, -1.583, 5.003], [3.777, -3.280, 4.471], [1.469, -1.550, 5.522], [1.310, -3.173, 4.907], [0.881, -1.281, 3.444], [2.000, -4.644, -0.687], [2.891, -5.861, -0.495], [3.275, -6.390, -1.771], [1.634, -4.224, 0.246], [1.113, -4.958, -1.250], [2.528, -3.896, -1.275], [2.356, -6.621, 0.083], [3.823, -5.622, 0.003], [2.517, -6.836, -2.157], [-0.469, 2.732, -3.014], [-0.760, 4.218, -3.026], [0.344, 4.970, -3.497], [-0.394, 2.306, -4.017], [-1.305, 2.182, -2.566], [0.433, 2.488, -2.455], [-1.010, 4.557, -2.011], [-1.617, 4.483, -3.645], [1.137, 4.792, -2.985], [0.253, 1.364, 4.244], [-0.968, 0.475, 4.442], [-0.790, -0.724, 3.671], [0.497, 1.421, 3.186], [1.082, 0.976, 4.833], [-0.033, 2.351, 4.612], [-1.878, 0.974, 4.095], [-1.181, 0.173, 5.471], [-1.597, -0.974, 3.197]], "mulliken_charge": [-0.314, -0.454, -0.491, 0.001, 0.494, -0.158, 0.333, 0.118, 0.243, -1.411, 0.748, -0.344, 0.413, 0.173, 0.316, -0.234, 0.301, 0.276, -0.761, 0.038, -0.532, 0.289, -0.057, 0.423, 0.410, -0.079, 0.250, -1.364, 0.370, -0.530, 0.365, 0.406, 0.188, 0.207, 0.059, 0.281, -1.279, 0.744, -0.597, 0.318, 0.264, 0.342, -0.448, 0.349, 0.402, -0.613, -0.385, -0.545, 0.416, 0.044, 0.239, 0.161, 0.315, 0.303, -0.875, 1.676, 1.289, 0.100, 0.295, 0.096, -0.542, -0.643, -0.804, -0.450, -0.520, -0.483, 0.430, -0.154, 0.189, 0.253, 0.445, 0.270, -1.018, 0.120, -0.634, -0.017, 0.425, 0.314, 0.490, -0.115, 0.029, -1.184, -0.160, -0.392, 0.422, 0.287, 0.164, 0.318, 0.292, 0.103, -0.113, -0.443, -0.579, 0.092, 0.273, -0.017, 0.328, 0.122, 0.323, 0.723, -0.301, -0.616, 0.322, -0.424, -0.440, 0.080, 0.364, 0.272, -0.876, 0.281, -0.421, -0.073, 0.381, 0.441, -0.244, 0.314, 0.214]}